1.
{"formula": "C43H107FO15P", "method": "ωB97M-V/def2-TZVPD", "mol_weight_g_mol": 914.29, "total_charge": -1, "gap_ev": 6.442, "elements": ["C", "C", "C", "C", "O", "P", "C", "C", "F", "O", "C", "C", "C", "C", "C", "C", "O", "C", "O", "O", "H", "H", "H", "H", "H", "H", "H", "H", "H", "H", "H", "H", "H", "H", "H", "H", "H", "H", "H", "H", "H", "H", "H", "H", "H", "H", "H", "C", "C", "C", "O", "H", "H", "H", "H", "H", "H", "H", "H", "C", "C", "C", "O", "H", "H", "H", "H", "H", "H", "H", "H", "C", "C", "C", "O", "H", "H", "H", "H", "H", "H", "H", "H", "C", "C", "C", "O", "H", "H", "H", "H", "H", "H", "H", "H", "C", "C", "C", "O", "H", "H", "H", "H", "H", "H", "H", "H", "C", "C", "C", "O", "H", "H", "H", "H", "H", "H", "H", "H", "C", "C", "C", "O", "H", "H", "H", "H", "H", "H", "H", "H", "C", "C", "C", "O", "H", "H", "H", "H", "H", "H", "H", "H", "C", "C", "C", "O", "H", "H", "H", "H", "H", "H", "H", "H", "C", "C", "C", "O", "H", "H", "H", "H", "H", "H", "H", "H"], "positions_angstrom": [[1.71063, 4.22185, 0.75499], [0.53544, 5.08608, 1.21515], [-0.50837, 5.27074, 0.10850], [-1.83582, 4.47496, 0.26419], [-1.95010, 3.67934, 1.40044], [-1.39251, 2.01324, 1.26516], [-3.11033, 1.56821, 0.54279], [-3.24424, 0.13579, 0.04222], [-4.10095, 1.70309, 1.53780], [-1.95040, 1.74764, 2.89643], [-0.90650, 1.07861, 3.51712], [-0.34814, -0.00759, 2.52260], [1.17956, -0.01988, 2.61570], [1.82123, -1.21198, 1.89096], [2.38821, -0.77608, 0.53750], [2.98978, -1.98316, -0.18092], [4.01448, -1.57734, -1.13940], [3.40727, -0.81566, -2.09060], [3.67277, 0.32887, -2.26342], [-0.79290, 0.37764, 1.25766], [2.07476, 4.67389, -0.16061], [1.40422, 3.20376, 0.52709], [2.51971, 4.22045, 1.48574], [0.11551, 4.74751, 2.15605], [0.97315, 6.06771, 1.40997], [-0.75864, 6.33010, 0.06075], [-0.02541, 5.05268, -0.84332], [-2.03027, 3.91234, -0.65491], [-2.64589, 5.21128, 0.32023], [-0.79242, 2.16708, -0.05196], [-0.10886, 2.42367, 1.77557], [-3.42326, 2.24864, -0.24768], [-2.36890, -0.24414, -0.46985], [-3.55894, -0.49121, 0.86997], [-4.06488, 0.10912, -0.68595], [-1.29878, 0.60452, 4.42369], [-0.07219, 1.70497, 3.85223], [-0.74728, -0.97006, 2.86036], [1.45910, 0.04127, 3.66703], [1.51107, 0.89279, 2.12464], [2.66133, -1.57111, 2.48601], [1.10764, -2.01688, 1.72392], [3.20849, -0.08740, 0.73283], [1.61534, -0.30513, -0.06129], [2.17766, -2.45677, -0.73605], [3.42773, -2.66990, 0.52961], [2.65979, -1.32738, -2.71647], [7.01312, -2.18356, -3.00562], [7.91749, -1.38000, -3.92611], [8.83308, -0.45733, -3.13525], [7.13008, -0.62024, -4.84193], [6.36976, -1.51859, -2.42410], [6.35943, -2.83615, -3.58695], [7.59148, -2.79726, -2.31251], [8.51996, -2.05751, -4.53384], [8.24460, 0.25857, -2.55568], [9.47242, 0.11543, -3.80841], [9.46598, -1.02084, -2.44746], [6.58415, -0.01374, -4.32799], [-5.15823, -3.41271, 3.91845], [-5.13859, -2.26656, 2.91908], [-6.04078, -1.12669, 3.36071], [-5.54053, -2.73260, 1.62962], [-6.16857, -3.82411, 4.01273], [-4.50855, -4.22383, 3.58313], [-4.82430, -3.08239, 4.90323], [-4.11891, -1.89831, 2.80380], [-7.07873, -1.46879, 3.43684], [-6.01345, -0.31636, 2.63168], [-5.73259, -0.73055, 4.32887], [-6.44140, -3.06988, 1.70727], [1.05194, -1.16380, 7.73425], [1.94809, -0.30054, 6.85777], [2.78413, 0.65794, 7.69417], [1.16136, 0.42580, 5.92065], [0.35329, -0.53928, 8.29799], [0.45866, -1.84214, 7.12057], [1.63718, -1.75404, 8.44239], [2.60729, -0.94039, 6.26833], [2.13764, 1.33710, 8.25687], [3.41785, 1.27030, 7.05206], [3.41871, 0.11949, 8.40113], [0.56551, 0.99816, 6.41760], [4.63993, 6.11520, -2.24689], [4.19466, 7.22452, -1.30552], [5.38439, 8.01844, -0.78807], [3.45584, 6.67261, -0.21970], [5.29119, 5.40889, -1.72426], [3.77883, 5.55313, -2.60958], [5.18266, 6.51874, -3.10417], [3.51031, 7.89410, -1.82853], [6.06028, 7.37162, -0.21965], [5.05219, 8.80893, -0.11269], [5.94163, 8.47110, -1.60916], [4.03292, 6.06999, 0.26199], [7.86288, 11.43091, -2.37256], [7.92032, 10.11288, -3.12990], [8.82741, 10.21050, -4.34737], [6.60783, 9.72055, -3.52706], [7.45726, 12.22121, -3.01059], [7.20728, 11.34426, -1.50557], [8.85358, 11.73633, -2.03201], [8.28308, 9.32645, -2.46650], [8.45127, 10.96410, -5.04499], [8.85539, 9.25952, -4.87997], [9.84544, 10.48116, -4.06270], [6.25951, 10.39881, -4.11570], [-6.49648, -2.49061, -2.43770], [-7.81273, -2.26150, -1.71141], [-8.10948, -0.77875, -1.54357], [-7.77250, -2.89530, -0.43037], [-5.66621, -2.05990, -1.87052], [-6.29524, -3.55685, -2.54300], [-6.50885, -2.03583, -3.42989], [-8.62352, -2.73700, -2.26776], [-7.33137, -0.29645, -0.94573], [-9.05615, -0.64097, -1.01625], [-8.16530, -0.27210, -2.50211], [-7.05389, -2.47812, 0.05970], [-5.92332, 2.00027, -5.96147], [-5.76921, 1.36176, -4.58914], [-4.65641, 0.32573, -4.57757], [-7.00241, 0.76119, -4.18783], [-6.18388, 1.24406, -6.70808], [-6.72617, 2.73862, -5.95202], [-5.00102, 2.49170, -6.27482], [-5.55473, 2.13324, -3.84934], [-4.87807, -0.48240, -5.28189], [-4.56098, -0.12178, -3.58817], [-3.69885, 0.77073, -4.85154], [-7.21836, 0.07229, -4.82629], [3.46694, -4.28400, -4.20933], [3.51565, -5.05274, -2.90542], [3.90970, -6.50584, -3.12750], [2.24957, -4.98853, -2.24983], [2.72012, -4.70024, -4.89191], [3.19123, -3.24553, -4.02580], [4.43560, -4.30044, -4.71213], [4.23570, -4.57630, -2.23812], [3.17441, -7.00930, -3.76194], [3.94084, -7.04192, -2.17838], [4.88837, -6.58301, -3.60433], [1.59852, -5.40411, -2.82544], [-2.93184, -6.93224, -1.61009], [-3.47526, -5.52931, -1.84088], [-3.42315, -4.69549, -0.57167], [-4.81737, -5.60049, -2.32278], [-3.53061, -7.45433, -0.85823], [-2.98002, -7.51884, -2.52915], [-1.89614, -6.90395, -1.26742], [-2.89603, -5.03898, -2.62472], [-4.03866, -5.14648, 0.21183], [-3.81850, -3.69608, -0.75083], [-2.40155, -4.60321, -0.19904], [-5.35305, -6.02657, -1.64478], [-4.78036, -7.78348, 6.72555], [-4.09907, -7.11694, 5.53956], [-4.51420, -7.75737, 4.22378], [-2.68185, -7.18654, 5.68923], [-4.49999, -8.83929, 6.78443], [-4.46901, -7.31227, 7.65831], [-5.86680, -7.71806, 6.64731], [-4.35514, -6.05702, 5.52309], [-4.22589, -8.81259, 4.20405], [-4.01409, -7.26797, 3.38748], [-5.59278, -7.69037, 4.07226], [-2.43365, -8.11695, 5.70500]]}

---

2.
{"formula": "C31H80Cl4N4O3", "method": "ωB97M-V/def2-TZVPD", "mol_weight_g_mol": 698.82, "smiles": "CCN(CC)CC.CCN(CC)CC.CCN(CC)CC.CCN(CC)CC.ClCCCl.ClCCCl.CO.CO.CO", "gap_ev": 8.689, "elements": ["C", "O", "H", "H", "H", "H", "C", "O", "H", "H", "H", "H", "C", "O", "H", "H", "H", "H", "C", "C", "N", "C", "C", "C", "C", "H", "H", "H", "H", "H", "H", "H", "H", "H", "H", "H", "H", "H", "H", "H", "C", "C", "N", "C", "C", "C", "C", "H", "H", "H", "H", "H", "H", "H", "H", "H", "H", "H", "H", "H", "H", "H", "C", "C", "N", "C", "C", "C", "C", "H", "H", "H", "H", "H", "H", "H", "H", "H", "H", "H", "H", "H", "H", "H", "C", "C", "N", "C", "C", "C", "C", "H", "H", "H", "H", "H", "H", "H", "H", "H", "H", "H", "H", "H", "H", "H", "Cl", "C", "C", "Cl", "H", "H", "H", "H", "Cl", "C", "C", "Cl", "H", "H", "H", "H"], "positions_angstrom": [[-2.15309, -3.95929, -0.64744], [-1.39627, -4.06269, 0.54281], [-2.13639, -2.94276, -1.04049], [-1.72976, -4.59130, -1.42812], [-3.19705, -4.12757, -0.38299], [-1.35611, -5.00761, 0.70748], [-1.46270, 2.49493, 0.21877], [-0.47708, 2.71317, -0.78349], [-1.93770, 3.45686, 0.41154], [-2.21101, 1.80098, -0.16408], [-1.02917, 2.24423, 1.18691], [-0.93956, 2.99482, -1.57620], [0.00065, -0.87274, -0.40789], [0.94871, 0.15805, -0.62395], [-0.42938, -0.77147, 0.58857], [-0.87215, -0.82644, -1.05918], [0.41918, -1.87450, -0.50491], [0.59089, 1.04276, -0.51979], [-6.35425, -0.42150, 5.66862], [-5.38341, -0.77946, 4.52902], [-4.38312, 0.24719, 4.21552], [-3.33012, 0.32874, 5.25715], [-2.47924, 1.54645, 5.02186], [-3.88107, 0.15450, 2.84308], [-3.15968, -1.15153, 2.53994], [-6.62500, 0.62956, 5.56837], [-5.91204, -0.56634, 6.65430], [-7.31106, -0.94225, 5.63041], [-4.92393, -1.74273, 4.75062], [-5.96425, -0.92399, 3.61806], [-2.71493, -0.56703, 5.17210], [-3.79616, 0.39872, 6.24001], [-1.66907, 1.76219, 5.71841], [-2.98738, 2.50151, 4.88865], [-1.87860, 1.35499, 4.13266], [-4.69300, 0.21398, 2.11828], [-3.32662, 1.05601, 2.58236], [-2.25289, -1.20720, 3.14221], [-3.72279, -2.08066, 2.62782], [-2.92621, -1.15951, 1.47526], [0.34227, -6.38872, -3.25506], [0.87840, -5.36318, -4.29942], [1.89246, -4.39597, -3.95890], [3.17692, -4.97290, -3.60535], [3.80079, -5.87665, -4.53042], [1.39235, -3.38690, -3.00425], [2.44011, -2.18509, -3.09939], [-0.36403, -5.89810, -2.58534], [1.11950, -6.78984, -2.60459], [-0.16609, -7.19846, -3.77849], [1.21033, -5.98509, -5.13078], [0.01272, -4.81368, -4.66921], [3.95110, -4.23429, -3.39753], [3.07578, -5.45658, -2.63379], [3.30806, -6.84793, -4.48671], [3.81456, -5.45708, -5.53634], [4.81677, -6.12418, -4.22282], [1.24471, -3.69987, -1.97064], [0.38167, -3.05941, -3.24793], [3.48061, -2.33548, -2.81159], [2.06356, -1.48440, -2.35417], [2.36480, -1.66563, -4.05469], [0.20602, 4.82541, -3.56655], [-0.83199, 3.83263, -4.03549], [-1.99709, 3.73317, -3.09735], [-2.88436, 4.93723, -3.04334], [-3.48922, 5.41811, -4.36946], [-2.80509, 2.60977, -3.47996], [-2.14546, 1.26591, -3.17838], [0.97197, 4.99139, -4.32409], [0.71870, 4.50856, -2.65833], [-0.19164, 5.80753, -3.31078], [-1.16618, 4.31046, -4.95641], [-0.40134, 2.88748, -4.36614], [-3.70850, 4.84691, -2.33572], [-2.29523, 5.74331, -2.60599], [-4.11095, 4.66624, -4.85551], [-4.23835, 6.19006, -4.19338], [-2.78042, 5.78173, -5.11343], [-2.88529, 2.70575, -4.56276], [-3.83189, 2.58298, -3.11519], [-1.18447, 1.12972, -3.67441], [-2.72765, 0.39587, -3.48201], [-1.94255, 1.03805, -2.13195], [0.39449, -0.08117, 3.38883], [1.18855, 1.28496, 3.30222], [2.61313, 1.08456, 3.67931], [2.83699, 0.59173, 5.08393], [2.13911, 1.62920, 6.03414], [3.35817, 2.35952, 3.45999], [3.96309, 2.48487, 2.04683], [-0.55684, 0.11007, 2.89234], [0.17921, -0.37267, 4.41683], [0.87546, -0.89535, 2.84672], [1.05399, 1.51751, 2.24586], [0.72160, 2.09909, 3.85653], [2.48920, -0.43711, 5.17679], [3.91484, 0.60194, 5.24591], [2.40403, 2.67370, 5.86997], [1.05054, 1.60676, 5.98304], [2.40217, 1.44152, 7.07513], [4.09790, 2.53849, 4.24028], [2.71621, 3.23168, 3.58375], [3.21045, 2.32929, 1.27389], [4.70784, 1.72208, 1.81967], [4.37869, 3.46806, 1.82611], [4.50982, 2.93804, -1.82354], [2.98084, 2.16067, -2.45688], [3.06616, 1.86492, -3.96331], [3.15558, 3.42765, -4.82025], [2.15717, 2.82293, -2.19025], [2.91241, 1.21861, -1.91288], [2.21463, 1.26218, -4.27904], [3.92840, 1.23467, -4.18109], [3.43518, -3.59432, 0.47167], [4.17355, -1.95542, 0.58305], [4.21467, -1.54839, 2.06661], [5.19748, -2.70734, 3.04098], [3.46293, -1.32116, 0.05310], [5.13570, -1.80189, 0.09439], [3.22675, -1.55253, 2.52714], [4.61630, -0.54731, 2.22358]]}

---

3.
{"formula": "C29H37BrN7O3ReS2", "method": "ωB97M-V/def2-TZVPD", "mol_weight_g_mol": 861.91, "e_above_lowest_kj_mol": 84.58, "s_squared": 0.87, "total_charge": 3, "spin_multiplicity": 2, "gap_ev": [7.415, 6.043], "elements": ["Re", "C", "N", "C", "C", "C", "C", "C", "C", "N", "C", "C", "C", "C", "C", "C", "N", "C", "C", "C", "C", "C", "N", "H", "H", "H", "H", "H", "H", "H", "H", "H", "H", "H", "H", "H", "H", "H", "H", "H", "H", "C", "S", "O", "O", "O", "H", "H", "H", "C", "N", "C", "C", "S", "N", "C", "C", "H", "H", "H", "H", "H", "H", "H", "H", "H", "H", "H", "H", "Br", "C", "C", "C", "C", "C", "N", "H", "H", "H", "H"], "positions_angstrom": [[0.07679, 0.47241, 0.30613], [-1.09992, -1.41201, 2.39753], [-0.58070, -1.47745, 0.98218], [0.55240, -2.42877, 0.91131], [1.74643, -1.75445, 1.50887], [2.77941, -2.42871, 2.12704], [3.83416, -1.69936, 2.65629], [3.79262, -0.31465, 2.58208], [2.72178, 0.29107, 1.95984], [1.72229, -0.41298, 1.39835], [-1.67001, -1.91446, 0.07308], [-2.64128, -0.77744, 0.00247], [-3.98151, -0.90383, -0.29000], [-4.76598, 0.24239, -0.33532], [-4.17914, 1.46970, -0.06951], [-2.83061, 1.51640, 0.22507], [-2.07125, 0.41361, 0.25747], [-0.94087, -0.06529, 3.05245], [-1.39928, 0.12175, 4.34520], [-1.18767, 1.33923, 4.96815], [-0.50054, 2.32838, 4.27942], [-0.08705, 2.07670, 2.98956], [-0.31932, 0.90807, 2.36434], [-0.57803, -2.15732, 2.99979], [-2.15265, -1.69702, 2.40411], [0.72535, -2.68337, -0.13397], [0.31490, -3.35288, 1.44374], [2.75037, -3.50766, 2.19954], [4.66194, -2.20157, 3.13888], [4.57279, 0.29696, 3.01240], [2.63961, 1.36712, 1.91319], [-2.14607, -2.82445, 0.44842], [-1.23248, -2.12270, -0.90593], [-4.40612, -1.88204, -0.47189], [-5.82155, 0.17449, -0.56225], [-4.75513, 2.38392, -0.07768], [-2.33099, 2.44683, 0.45050], [-1.90772, -0.68481, 4.85728], [-1.54045, 1.51005, 5.97630], [-0.28758, 3.28675, 4.73098], [0.44409, 2.82345, 2.42073], [-1.24960, 1.03298, -4.10206], [0.13184, 1.15390, -3.01973], [0.55952, 2.51641, -2.95871], [1.14140, 0.19553, -3.46555], [-0.46386, 0.67285, -1.68797], [-0.92324, 1.40175, -5.07274], [-2.04521, 1.66623, -3.71640], [-1.56994, -0.00390, -4.16876], [0.71159, -4.50284, -5.74138], [0.43693, -3.51389, -4.68739], [-0.80322, -3.76058, -3.95344], [1.35194, -2.62507, -4.29750], [1.37258, -2.09508, -2.63498], [2.26490, -2.14902, -5.13281], [1.99124, -1.95674, -6.56437], [3.47799, -1.46394, -4.67357], [0.45230, -5.48537, -5.34857], [1.76593, -4.49737, -5.99760], [0.11149, -4.31226, -6.63024], [-1.56485, -4.05018, -4.67517], [-1.12420, -2.85823, -3.44167], [-0.67809, -4.57405, -3.23667], [0.95814, -2.19102, -6.79347], [2.65648, -2.56739, -7.17327], [2.16981, -0.90583, -6.79070], [3.86289, -1.93442, -3.77434], [3.26550, -0.41061, -4.49038], [4.22113, -1.55180, -5.46273], [-0.01036, 3.91416, 0.02714], [1.61880, 3.11290, -0.44306], [2.63311, 3.93138, -0.90591], [3.78097, 3.34284, -1.39925], [3.86590, 1.95661, -1.41857], [2.82812, 1.22001, -0.90199], [1.71551, 1.77932, -0.37220], [2.49842, 5.00297, -0.90398], [4.58662, 3.95555, -1.78075], [4.72808, 1.44924, -1.82646], [2.86972, 0.13951, -0.88719]]}